No. 1
Entry from the OMol25 dataset: a structure of composition C35H45N7S2W (wB97M-V/def2-TZVPD).

Properties
gap between HOMO and LUMO (spin up / spin down): 0.2118 / 0.2124 hartree
HOMO level (spin up / spin down): -6.20 / -6.22 eV
LUMO (spin up / spin down): -0.44 / -0.44 eV

Last column: Löwdin charge in e.
Positions of all 90 atoms, in Å:
W 0.05838 0.76334 1.00818  1.005
C 0.38855 2.39325 -1.73213  -0.084
N -0.17815 2.72355 -0.42269  -0.342
C 0.35471 4.01686 -0.00366  -0.073
C -1.62667 2.90190 -0.55047  -0.196
C -2.35304 1.59830 -0.67650  -0.293
C -3.66493 1.62533 -1.16070  -0.041
C -4.46694 0.48713 -1.04404  -0.094
C -3.94459 -0.67232 -0.56932  -0.077
C -2.51439 -0.79465 -0.18410  -0.222
C -1.71364 0.49145 -0.16632  -0.257
H 1.47644 2.37985 -1.66593  0.075
H 0.10417 3.14119 -2.48529  0.097
H 0.03009 1.41392 -2.05491  0.078
H 0.04735 4.80776 -0.70036  0.106
H 1.43826 3.98514 0.02937  0.071
H -0.01522 4.26875 0.98744  0.096
H -1.86080 3.56564 -1.39598  0.131
H -1.99128 3.37915 0.36515  0.128
H -4.08192 2.55335 -1.51822  0.103
H -5.51396 0.54549 -1.30176  0.108
H -4.56813 -1.53488 -0.38942  0.106
H -2.51837 -1.19902 0.85329  0.131
C 3.51908 -0.81123 2.14409  -0.082
N 3.05620 -0.45812 0.80465  -0.199
C 3.44368 0.90864 0.43217  -0.192
C 3.69852 -1.36790 -0.14751  -0.193
C 2.93839 -2.68220 -0.29789  -0.170
N 1.70899 -2.43305 -1.01692  -0.208
C 1.81845 -2.48700 -2.45581  -0.070
C 0.51763 -3.06381 -0.53039  -0.180
H 4.59675 -0.62126 2.26028  0.102
H 3.33937 -1.86915 2.32269  0.085
H 2.98551 -0.26096 2.91432  0.078
H 4.53758 0.94817 0.26539  0.132
H 3.71543 1.78160 2.35547  0.157
H 2.93392 1.12898 -0.51336  0.111
H 4.73760 -1.56968 0.15849  0.127
H 3.72897 -0.88440 -1.12517  0.111
H 2.69344 -3.07834 0.68782  0.110
H 3.57512 -3.41922 -0.81004  0.126
H 1.95332 -3.51173 -2.83670  0.092
H 2.66184 -1.88797 -2.78638  0.081
H 0.91451 -2.07138 -2.89833  0.086
H 0.19781 -3.88872 -1.17619  0.110
H -0.13996 -1.16335 0.00851  0.007
H 0.67955 -3.44049 0.48765  0.130
S -0.32248 -1.22109 2.48366  0.619
C -1.69462 -0.35192 3.11306  -1.053
S -1.67509 1.32268 2.70790  0.673
C -2.71426 -0.99875 3.77747  -0.396
C -2.69600 -2.39696 3.88571  -0.282
N -2.68678 -3.54811 3.88563  0.146
C -3.85297 -0.32264 4.24148  -0.253
N -4.79559 0.22245 4.61110  0.156
N -0.50005 -2.03889 -0.46644  0.075
C -1.77099 -1.97727 -0.81724  -0.172
N -2.45062 -2.92914 -1.47585  -0.038
C -2.15893 -4.34868 -1.38432  -0.154
C -3.45386 -5.15924 -1.39901  -0.167
C -4.24469 -4.86256 -2.66526  -0.200
C -4.55003 -3.36960 -2.70149  -0.170
C -3.25821 -2.56310 -2.63081  -0.141
H -1.64310 -4.54697 -0.44431  0.128
H -1.53942 -4.65976 -2.23724  0.127
H -4.04596 -4.90087 -0.52165  0.124
H -3.20084 -6.21734 -1.33025  0.117
H -5.16961 -5.44052 -2.68184  0.113
H -3.64841 -5.13846 -3.53888  0.114
H -5.18277 -3.11249 -1.85215  0.109
H -5.08516 -3.10243 -3.61261  0.117
H -3.47020 -1.49384 -2.58507  0.115
H -2.65604 -2.75569 -3.53013  0.136
C 4.16687 6.00334 0.47862  -0.086
C 4.52911 4.98689 -0.38680  -0.083
C 4.18984 3.67255 -0.09469  -0.042
C 3.44493 3.37115 1.03017  -0.156
C 3.08669 1.97085 1.46577  -0.254
C 1.64810 1.90552 1.94668  -0.331
C 1.36808 2.93309 2.89930  -0.125
C 2.05051 4.10569 2.91174  -0.041
C 3.00716 4.41065 1.87635  -0.202
C 3.40399 5.71866 1.59590  -0.029
H 4.46077 7.02146 0.26486  0.102
H 5.08780 5.20422 -1.28418  0.099
H 4.51284 2.89641 -0.77112  0.103
H 1.38337 0.87831 2.31743  -0.003
H 0.53945 2.79097 3.58151  0.077
H 1.79791 4.88448 3.61621  0.110
H 3.09165 6.51903 2.25231  0.112

Cartesian forces, eV/Å:
W -3.405 0.592 -0.688
C 0.052 -0.104 -0.375
N -0.217 -0.445 0.010
C 0.219 0.257 0.203
C -0.478 -0.113 -0.038
C -1.863 1.539 -1.491
C 2.216 0.936 0.449
C -0.160 -1.829 0.472
C -0.661 0.685 -0.245
C 0.104 0.222 0.017
C 2.628 -1.115 1.394
H 0.019 -0.030 0.047
H 0.020 0.028 0.051
H 0.034 0.123 0.023
H -0.023 -0.083 -0.059
H -0.073 0.009 -0.075
H -0.004 -0.049 0.013
H 0.058 0.027 0.081
H 0.142 0.043 -0.023
H -0.049 0.157 -0.042
H -0.147 -0.063 0.037
H -0.143 -0.043 -0.010
H 0.039 -0.045 -0.120
C -0.023 0.023 0.103
N 0.071 0.284 -0.028
C 0.175 0.226 0.151
C -0.204 -0.339 -0.035
C 0.124 0.273 -0.015
N -0.039 -0.258 0.027
C -0.016 -0.010 -0.002
C 0.266 -0.136 -0.181
H 0.008 -0.002 -0.014
H -0.019 -0.033 0.026
H -0.040 0.013 0.018
H -0.145 0.029 -0.042
H 0.016 0.053 -0.075
H 0.192 0.026 -0.004
H -0.019 0.103 -0.052
H 0.041 0.016 -0.007
H 0.065 -0.049 0.001
H -0.034 -0.007 0.057
H 0.023 -0.011 0.026
H 0.061 0.079 -0.099
H -0.039 0.057 -0.108
H 0.042 0.116 0.141
H -0.257 -0.711 -0.255
H -0.060 0.023 -0.169
S 0.336 0.723 -0.609
C -0.288 -0.091 0.462
S 0.859 -0.114 -0.130
C 0.646 0.434 -0.382
C 0.020 -0.798 -0.069
N 0.014 -0.220 0.093
C -0.539 0.435 0.183
N -0.174 0.124 0.095
N -1.576 0.021 -0.474
C 1.244 -0.085 0.530
N 0.093 -0.109 0.298
C 0.017 -0.448 0.159
C 0.152 0.037 -0.222
C -0.137 0.114 0.243
C 0.195 -0.032 -0.152
C -0.439 0.270 -0.236
H 0.080 0.056 -0.134
H 0.082 -0.077 0.113
H -0.039 0.007 0.112
H 0.030 -0.031 0.027
H 0.037 -0.035 -0.080
H -0.042 -0.075 -0.085
H -0.073 0.068 0.024
H -0.025 0.056 -0.029
H 0.079 -0.150 -0.099
H -0.007 0.005 0.014
C 0.047 0.083 -0.199
C 0.082 0.032 0.007
C -0.015 -0.002 -0.002
C -0.056 0.111 0.309
C 0.214 -0.730 0.014
C -0.377 -0.622 -1.454
C 0.009 1.325 0.902
C -0.548 -0.749 0.385
C 0.497 0.151 -0.617
C -0.106 -0.220 0.184
H -0.010 0.060 0.011
H 0.093 0.051 -0.066
H 0.022 -0.129 -0.045
H 1.243 0.013 1.596
H 0.039 -0.020 0.087
H -0.103 0.049 0.078
H -0.069 0.050 0.065

No. 2
Entry from the OMol25 dataset: the molecule C19H28ClNO6 (wB97M-V/def2-TZVPD).

Properties
gap between HOMO and LUMO: 0.3488 hartree
energy above the lowest of the compared OMol25 structures with the same formula, charge and spin: 0.082 eV
HOMO level: -8.96 eV
SMILES string: CO[C@@H]1[C@H](OC(=O)NC(=O)CCl)CC[C@]2(CO2)[C@H]1[C@@]1(C)O[C@@H]1CC=C(C)C
LUMO: 0.53 eV

Last column: Löwdin charge in e.
Positions of all 55 atoms, in Å:
C -1.52529 1.63310 -3.36906  -0.083
O -1.17372 2.05991 -2.07802  -0.137
C -0.41182 1.13350 -1.32779  -0.226
C -0.67487 1.42563 0.15892  -0.211
O -2.08178 1.30070 0.40872  0.076
C -2.48739 0.34136 1.23572  -0.531
O -1.79417 -0.48230 1.76469  0.097
N -3.86805 0.42785 1.35474  0.184
C -4.72542 -0.19921 2.23765  -0.530
O -5.91593 -0.12292 2.08542  0.103
C -4.07760 -0.90422 3.40581  -0.461
Cl -3.35419 0.35692 4.44137  0.614
C -0.22878 2.83979 0.51436  -0.079
C 1.26374 2.97542 0.22596  -0.068
C 1.50516 2.68222 -1.23905  -0.408
C 1.40583 3.77659 -2.21213  -0.066
O 2.64354 3.23351 -1.83735  -0.001
C 1.09274 1.27196 -1.65481  -0.082
C 2.02424 0.21411 -1.05128  -0.383
C 3.42331 0.26996 -1.63408  0.026
O 1.93510 -0.03162 0.32862  0.005
C 1.52529 -1.07027 -0.52814  -0.226
C 2.33768 -2.35338 -0.56218  -0.123
C 1.53154 -3.53275 -0.08776  -0.082
C 0.95471 -3.64554 1.10355  -0.349
C 1.02414 -2.59938 2.17225  -0.034
C 0.15377 -4.86004 1.46850  -0.065
H -2.08800 0.69206 -3.33953  0.095
H -2.15508 2.41763 -3.78366  0.095
H -0.65028 1.49726 -4.01502  0.086
H -0.75973 0.11588 -1.56509  0.156
H -0.14372 0.69627 0.77916  0.145
H -4.31600 1.05426 0.69392  0.171
H -4.83580 -1.42420 3.98950  0.085
H -3.27305 -1.56787 3.09334  0.070
H -0.80033 3.54161 -0.09428  0.129
H -0.43567 3.03031 1.56789  0.130
H 1.61100 3.98239 0.45856  0.131
H 1.82600 2.26381 0.83292  0.127
H 1.09584 3.57435 -3.22981  0.119
H 1.21154 4.78304 -1.86246  0.123
H 1.20844 1.18535 -2.74183  0.160
H 3.43339 -0.18425 -2.62341  0.096
H 3.75222 1.30209 -1.71749  0.080
H 4.11622 -0.26506 -0.99170  0.090
H 0.45368 -1.24750 -0.52092  0.143
H 2.67615 -2.53564 -1.58438  0.117
H 3.22196 -2.22296 0.06699  0.127
H 1.42063 -4.33586 -0.80375  0.101
H 1.84138 -1.90452 2.00977  0.073
H 1.14461 -3.06745 3.14777  0.085
H 0.09711 -2.02603 2.19160  0.072
H 0.62031 -5.38035 2.30475  0.080
H 0.07291 -5.54973 0.63208  0.073
H -0.84756 -4.56580 1.78047  0.079

Cartesian forces, eV/Å:
C -0.002 -0.029 -0.048
O 0.036 0.087 0.232
C -0.013 -0.307 0.238
C 0.458 -0.053 -0.178
O -0.245 0.268 -0.151
C -0.299 -0.074 0.000
O 0.277 -0.216 0.171
N -0.016 0.456 -0.634
C 0.290 -0.247 0.099
O -0.200 -0.010 0.034
C -0.040 -0.151 0.204
Cl 0.053 -0.013 0.192
C -0.100 -0.301 0.047
C 0.082 0.064 -0.178
C -0.864 -0.153 0.176
C -0.619 0.115 -0.036
O 1.399 -0.023 -0.073
C -0.029 0.113 0.152
C 0.010 -0.028 -1.100
C -0.151 0.050 0.305
O 0.234 0.406 1.255
C -0.085 -0.354 -0.639
C -0.179 0.147 0.186
C 0.146 -0.051 -0.122
C -0.081 -0.190 0.018
C 0.076 0.024 -0.140
C 0.075 0.054 -0.146
H 0.007 0.029 0.001
H -0.001 -0.066 -0.099
H -0.010 0.005 -0.015
H 0.041 0.120 0.057
H -0.108 0.162 -0.200
H 0.018 -0.126 0.187
H 0.051 0.108 -0.182
H -0.146 0.078 0.033
H -0.016 0.087 0.066
H -0.048 0.013 0.000
H 0.031 0.001 -0.020
H 0.034 0.092 0.061
H -0.040 -0.065 -0.073
H -0.016 0.090 0.065
H -0.010 0.032 0.064
H 0.024 0.000 -0.113
H 0.091 -0.022 -0.069
H 0.048 -0.103 0.011
H -0.062 0.043 0.058
H 0.074 0.018 0.041
H 0.052 0.071 -0.095
H -0.092 -0.183 -0.002
H 0.096 0.128 0.061
H 0.023 -0.008 0.106
H -0.077 0.079 0.065
H -0.013 -0.058 0.103
H -0.035 -0.076 -0.040
H -0.127 -0.032 0.068

No. 3
Entry from the OMol25 dataset: the molecule C5H10N2O (wB97M-V/def2-TZVPD).

Properties
gap between HOMO and LUMO (spin up / spin down): 0.3216 / 0.3206 hartree
energy above the lowest of the compared OMol25 structures with the same formula, charge and spin: 5.969 eV
HOMO level (spin up / spin down): -9.35 / -9.34 eV
LUMO (spin up / spin down): -0.60 / -0.61 eV

Last column: Löwdin charge in e.
Positions of all 18 atoms, in Å:
C 0.97955 -0.89008 -0.70510  -0.110
C -0.18969 -0.22573 0.13241  -0.599
C -0.41730 -1.21573 1.26370  -0.030
C -1.42073 -0.28012 -0.75151  -0.027
C 0.52030 2.00182 -0.11087  -0.159
N 2.10726 -0.58970 -0.31346  -0.052
N 0.28810 0.92654 0.72034  0.037
O 2.21440 0.23623 0.63106  -0.023
H 0.93204 -1.76913 -1.40564  0.146
H -0.70626 -0.65762 2.11432  0.078
H 0.42151 -1.96414 1.46209  0.123
H -1.20499 -1.79061 0.98494  0.030
H -2.11413 0.19971 -0.13998  0.071
H -1.75431 -1.26092 -1.05674  0.092
H -1.27455 0.31894 -1.66377  0.091
H 1.41068 2.72508 0.10730  0.125
H 0.66715 1.68808 -1.19205  0.097
H -0.45900 2.54737 -0.07704  0.109

Cartesian forces, eV/Å:
C -1.435 -1.817 -1.887
C 1.283 -3.336 -0.353
C 2.395 -0.595 0.461
C 1.033 1.723 -1.367
C 0.372 2.484 -2.813
N 1.694 0.370 0.941
N 2.642 -0.538 1.278
O -1.136 1.314 0.494
H -0.564 1.257 0.565
H 0.007 0.321 1.172
H -0.799 1.457 -0.042
H -2.499 -2.010 -0.557
H -2.010 0.632 0.594
H 0.284 -0.317 0.293
H -0.176 -0.103 0.232
H -1.814 -1.475 0.313
H -0.069 0.400 0.850
H 0.792 0.235 -0.175

Looking at max |F| for the records above, in order, we have 3.5 1.4 3.8 eV Å⁻¹.